1.
This record from the Open Molecules 2025 dataset describes a molecular structure, C45H46BrClN2O2PRuTe at a distorted geometry. The level of theory is ωB97M-V/def2-TZVPD.

Atoms and positions in Å:
Ru -0.512 0.784 0.552
Cl -1.762 0.528 2.872
C -0.593 -0.003 4.059
C -1.006 -0.047 5.380
C -0.104 -0.442 6.354
C 1.196 -0.778 6.003
C 1.597 -0.722 4.680
C 0.698 -0.349 3.677
P 1.247 -0.291 1.933
C 2.909 0.413 2.116
C 2.995 1.711 2.622
C 4.231 2.296 2.833
C 5.389 1.582 2.544
C 5.305 0.297 2.033
C 4.067 -0.292 1.808
C 1.549 -2.008 1.426
C 1.602 -3.095 2.292
C 1.888 -4.357 1.789
C 2.119 -4.540 0.433
C 2.058 -3.457 -0.436
C 1.770 -2.196 0.059
H -2.017 0.238 5.637
H -0.420 -0.481 7.388
H 1.905 -1.072 6.765
H 2.618 -0.963 4.413
H 2.090 2.256 2.861
H 4.289 3.301 3.228
H 6.357 2.027 2.733
H 6.207 -0.259 1.813
H 4.009 -1.297 1.411
H 1.445 -2.963 3.354
H 1.949 -5.201 2.464
H 2.352 -5.525 0.050
H 2.246 -3.594 -1.493
H 1.718 -1.336 -0.602
Br -0.164 3.369 1.940
C -1.360 4.222 0.727
C -1.929 5.411 1.074
C -2.759 6.059 0.142
C -2.963 5.518 -1.096
C -2.370 4.287 -1.460
C -2.546 3.721 -2.741
C -1.930 2.549 -3.080
C -1.145 1.856 -2.136
C -0.997 2.342 -0.859
C -1.561 3.593 -0.513
H -1.745 5.852 2.044
H -3.221 6.998 0.413
H -3.582 6.029 -1.821
H -3.152 4.247 -3.468
H -2.037 2.151 -4.081
H -0.630 0.949 -2.435
C -1.845 -3.173 2.327
N -1.444 -3.642 1.015
C -1.443 -5.080 0.800
C -1.193 -2.796 0.025
O -1.297 -1.555 0.058
H -1.397 -3.801 3.096
H -2.932 -3.202 2.441
H -1.510 -2.153 2.452
H -2.465 -5.460 0.733
H -0.945 -5.570 1.635
H -0.912 -5.326 -0.117
H -0.915 -3.299 -0.909
O 1.708 1.291 -0.361
C 2.564 1.389 -1.257
C 2.367 0.794 -2.632
C 2.448 1.803 -3.809
C 2.872 3.218 -3.407
C 4.345 3.317 -3.007
C 4.757 2.225 -2.011
N 3.732 1.978 -1.005
H 1.397 0.300 -2.621
H 3.125 0.014 -2.747
H 1.468 1.862 -4.282
H 3.140 1.427 -4.564
H 2.239 3.567 -2.586
H 2.694 3.891 -4.246
H 4.530 4.303 -2.578
H 4.978 3.227 -3.892
H 5.671 2.511 -1.496
H 4.963 1.294 -2.541
H 3.846 2.379 -0.085
C -3.098 -0.781 -2.569
Te -3.545 0.210 -0.713
C -4.677 -1.600 -0.386
C -5.049 -2.094 -1.757
C -6.116 -2.958 -1.966
C -6.397 -3.415 -3.245
C -5.626 -2.998 -4.320
C -4.567 -2.127 -4.119
C -4.266 -1.687 -2.836
H -2.177 -1.351 -2.416
H -2.945 -0.059 -3.364
H -5.539 -1.399 0.247
H -4.034 -2.320 0.127
H -6.738 -3.263 -1.133
H -7.230 -4.087 -3.401
H -5.857 -3.343 -5.319
H -3.982 -1.781 -4.962

Cartesian forces, eV/Å:
Ru -0.1 0.5 -0.4
Cl -0.4 -0.2 -0.5
C 0.4 -0.1 0.1
C -0.2 0.1 0.0
C 0.0 0.0 -0.1
C 0.1 0.0 0.1
C -0.1 0.0 0.0
C -0.1 0.1 -0.3
P -0.1 0.2 0.4
C -0.2 0.2 -0.1
C 0.1 -0.1 0.0
C -0.1 0.0 0.0
C 0.1 0.0 0.0
C 0.1 0.0 0.0
C -0.1 0.0 0.0
C -0.2 0.2 -0.3
C 0.0 0.1 0.0
C 0.1 -0.1 0.0
C 0.0 0.0 0.0
C 0.0 0.0 0.0
C 0.1 0.1 0.1
H 0.0 0.0 0.0
H 0.0 0.0 0.0
H 0.0 0.0 0.0
H 0.0 0.0 0.0
H 0.1 0.0 0.0
H 0.0 0.0 0.0
H 0.0 0.0 0.0
H 0.0 0.0 0.0
H 0.0 0.0 0.0
H -0.1 0.0 0.0
H 0.0 0.0 0.0
H 0.0 0.0 0.0
H 0.0 0.0 0.0
H 0.0 -0.1 -0.1
Br 0.0 -0.3 -0.3
C -0.1 0.1 0.3
C 0.1 -0.2 0.1
C -0.1 0.0 -0.2
C 0.0 0.1 0.1
C 0.2 -0.2 0.1
C 0.0 -0.1 -0.2
C 0.1 0.2 -0.1
C 0.4 0.2 0.2
C -0.2 -1.2 0.3
C 0.0 0.1 0.1
H 0.0 0.0 0.0
H 0.0 0.0 0.0
H 0.0 0.0 0.0
H 0.0 0.0 0.0
H 0.0 0.0 0.0
H -0.3 -0.1 0.1
C -0.1 0.0 0.0
N 0.1 0.1 0.0
C -0.1 -0.1 -0.1
C -0.1 0.2 -0.4
O 0.6 -0.5 0.5
H 0.0 0.0 0.0
H 0.0 0.0 0.0
H 0.0 0.2 0.0
H 0.0 0.0 0.0
H 0.0 0.0 0.0
H 0.0 0.0 0.0
H 0.0 0.0 0.0
O -0.6 -0.1 0.1
C 0.0 -0.2 -0.2
C 0.0 0.0 0.0
C 0.0 0.1 0.1
C 0.1 -0.1 -0.1
C -0.1 0.0 0.1
C 0.0 0.1 -0.3
N 0.0 0.1 0.1
H 0.1 0.0 0.0
H 0.0 0.0 0.0
H 0.0 0.0 0.0
H 0.0 0.0 0.0
H 0.0 0.0 0.0
H 0.0 0.0 0.0
H 0.0 0.0 0.0
H 0.0 0.0 0.0
H 0.0 -0.1 0.0
H 0.0 0.0 0.1
H -0.1 0.0 0.1
C 0.3 0.0 0.2
Te -0.1 0.3 -0.1
C 0.3 0.0 0.4
C 0.1 0.1 -0.1
C 0.0 0.0 0.0
C 0.0 0.0 0.1
C 0.0 0.0 0.0
C 0.0 0.0 0.0
C -0.1 0.0 0.1
H 0.0 0.1 0.0
H 0.0 0.1 0.0
H 0.0 0.1 0.0
H 0.0 0.1 0.0
H 0.0 0.0 0.0
H 0.0 0.0 0.0
H 0.0 0.0 0.0
H 0.0 0.0 0.0

Summary:
- Kohn-Sham gap (spin up / spin down): 0.187 / 0.231 Eh
- E_HOMO (spin up / spin down): -0.449 / -0.459 Ha
- Energy relative to the best compared isomer or geometry (same formula, charge and spin): 65.9 kcal per mole
- Energy: -5740.306208 hartree
- Expectation value of S²: 0.884
- Net charge: +2
- Molecular weight: 1021.9 g/mol
- Spin multiplicity: 2


2.
This record from the Open Molecules 2025 dataset describes a single C3H3N3O2 molecule at a distorted geometry. The level of theory is ωB97M-V/def2-TZVPD.

Atoms and positions in Å:
H 2.961 -0.225 0.161
N 2.284 -0.907 -0.045
C 1.166 -0.235 0.115
N 1.076 1.063 -0.055
C -0.205 1.458 0.016
N -0.956 0.196 0.641
O -2.389 0.012 -0.120
C -0.169 -0.867 0.327
O -0.704 -1.900 -0.045
H -0.600 2.435 -0.401
H -2.462 -1.032 -0.593

Cartesian forces, eV/Å:
H 1.9 1.3 -0.7
N -3.7 -0.1 1.5
C 3.5 -5.5 -0.1
N -3.7 5.9 -0.3
C 2.5 -4.2 0.7
N -4.2 3.8 -3.2
O 1.9 -2.5 0.0
C -1.4 -1.3 -2.5
O 1.8 0.0 0.9
H 0.1 -1.5 1.1
H 1.4 4.1 2.5

Summary:
- Kohn-Sham gap: 0.334 Eh
- SMILES: [H]/N=C1\N=CN(O)C1=O
- E_HOMO: -0.388 Ha
- Energy relative to the best compared isomer or geometry (same formula, charge and spin): 149.8 kcal per mole
- Energy: -430.682262 hartree
- Net charge: 0
- Molecular weight: 113.1 g/mol
- Spin multiplicity: 1


3.
This record from the Open Molecules 2025 dataset describes a molecular structure, C6H5I2N2O5Os at a distorted geometry. The level of theory is ωB97M-V/def2-TZVPD.

Atoms and positions in Å:
Os 0.153 0.048 0.359
C -0.671 -3.940 0.202
C -1.511 -2.893 -0.430
N -1.288 -1.588 -0.425
C -2.303 -0.995 -1.133
C -3.170 -1.949 -1.578
N -2.643 -3.128 -1.120
C -4.428 -1.984 -2.370
O -4.915 -0.838 -2.807
O -4.936 -3.047 -2.589
C -2.237 0.459 -1.295
O -2.991 1.167 -1.872
O -1.122 0.973 -0.659
H 0.189 -3.482 0.684
H -0.313 -4.648 -0.545
H -1.239 -4.495 0.949
H -3.091 -4.018 -1.309
H -4.386 -0.058 -2.549
I 0.328 0.460 2.965
I 1.604 1.287 5.394
O 1.635 -0.276 -0.371

Cartesian forces, eV/Å:
Os -0.4 0.5 0.5
C 0.0 0.0 0.0
C -0.1 -0.1 0.0
N 0.3 -0.3 0.1
C 0.0 0.2 -0.1
C 0.4 0.0 0.3
N -0.1 0.1 -0.1
C -0.2 0.0 -0.3
O 0.0 0.1 0.1
O 0.0 0.0 0.1
C 0.3 -0.1 0.2
O -0.3 0.0 -0.2
O -0.2 0.3 0.1
H 0.0 0.0 0.0
H 0.0 0.0 0.0
H 0.0 0.0 0.0
H 0.0 0.0 0.0
H 0.0 0.0 0.0
I -0.3 -0.2 -1.3
I 0.3 0.1 0.6
O 0.2 -0.4 0.1

Summary:
- Kohn-Sham gap (spin up / spin down): 0.240 / 0.213 Eh
- E_HOMO (spin up / spin down): -0.465 / -0.478 Ha
- Energy: -1403.105386 hartree
- Expectation value of S²: 6.052
- Net charge: +1
- Molecular weight: 629.2 g/mol
- Spin multiplicity: 5